{
  "formula": "C59H49Cl3GeN9ORuS2",
  "method": "the ωB97M-V functional and the def2-TZVPD basis",
  "mol_weight_g_mol": 1244.28,
  "homo_ha": [-0.19840, -0.22698],
  "s_squared": 0.76,
  "spin_multiplicity": 2,
  "gap_ev": [4.84, 5.62],
  "e_above_lowest_kj_mol": 14.9,
  "energy_ha": -7194.5631,
  "symbols": ["C", "H", "C", "C", "H", "H", "H", "H", "H", "C", "N", "H", "N", "C", "C", "C", "C", "H", "N", "C", "C", "C", "H", "C", "C", "H", "N", "C", "H", "H", "N", "C", "H", "C", "H", "C", "H", "H", "C", "C", "C", "N", "H", "C", "H", "H", "H", "H", "C", "H", "C", "C", "H", "C", "C", "Cl", "H", "H", "Ge", "C", "C", "C", "C", "H", "C", "C", "H", "Cl", "H", "C", "H", "C", "H", "H", "C", "C", "C", "H", "N", "C", "H", "H", "Cl", "H", "H", "H", "O", "C", "C", "C", "C", "H", "H", "C", "H", "C", "C", "S", "C", "C", "H", "C", "H", "H", "H", "C", "H", "Ru", "C", "N", "C", "N", "C", "C", "C", "H", "C", "C", "H", "H", "C", "S", "H", "C", "C"],
  "coordinates": [[0.28632, -5.81228, -0.61671], [2.43605, 3.11469, -5.87404], [3.98845, 2.09031, -4.01012], [2.34717, -2.13084, -3.08719], [1.35053, 1.75103, -5.58433], [-2.36345, -1.52928, 6.85975], [-4.03774, -4.10556, -1.79904], [-1.17524, 2.54065, 5.23546], [6.52958, 2.10515, -2.00892], [-0.76705, -5.20595, 1.87389], [-1.43715, 1.06642, -0.86472], [-1.13422, 2.10665, -5.00458], [-2.61374, 2.91743, -0.70197], [-0.20682, -2.43680, -2.12160], [2.55358, 1.57495, -1.71586], [4.94038, -2.92806, 4.09931], [-1.47144, 3.56961, -3.47091], [2.50629, -0.79678, -1.42840], [-1.47314, -2.76517, -1.69382], [-6.00692, -2.78841, 0.66391], [-5.63595, -3.56830, -0.43042], [0.33151, 1.96937, 3.79260], [3.81423, 4.67257, 1.85046], [3.70317, -2.56015, 3.58655], [-0.06151, -2.51920, 3.88243], [-0.61074, 3.26386, -2.88679], [-0.41875, 0.59669, 1.95589], [0.22290, -3.16114, -3.25234], [1.81447, -3.56711, -4.61866], [-6.36745, -4.22440, -0.88472], [0.59491, -1.52169, -1.54399], [-2.06537, 5.13308, -1.60173], [4.76710, -6.26334, 3.56063], [-1.45020, -2.52390, 3.75418], [-2.62263, 4.65756, 0.43583], [5.32539, -4.26260, 4.09363], [1.55225, -2.16818, 5.26296], [5.60791, -2.17444, 4.50018], [2.82239, -3.51331, 3.06980], [-2.27730, -2.16851, 4.81195], [-3.42185, 1.99052, -1.32687], [3.90406, 1.33992, -1.82525], [4.34452, 1.11071, -0.93996], [4.65325, 1.64764, -2.90472], [2.44836, -1.11488, 1.18116], [6.37142, 0.43207, -2.54821], [-3.35235, -2.16690, 4.67715], [-7.01924, -2.85474, 1.04173], [1.78253, 5.10852, 1.14437], [-4.42413, 2.22251, -1.64242], [-3.45083, -2.66866, -0.32199], [0.47745, -2.16334, 5.12122], [6.61905, 1.72438, -3.73426], [-5.09599, -1.92786, 1.27394], [-3.81881, -1.89363, 0.75693], [-3.24021, 2.49747, -6.88234], [1.00020, 3.30664, -4.83604], [1.16119, 2.46787, 4.27398], [1.09135, -2.93266, 2.34541], [-3.69872, 4.31586, -4.94668], [-2.87563, 4.33170, -0.57301], [4.46889, -5.22202, 3.57326], [0.54230, 1.26119, 2.63701], [-1.89910, -2.81514, 2.81279], [-2.68436, 0.85203, -1.40891], [1.40440, -1.46155, 1.15638], [-3.94167, 4.49869, -0.72389], [1.92624, 6.77268, -2.45236], [0.09592, -1.53623, 7.13713], [1.86038, -1.43973, -2.00758], [1.19244, 4.74114, 1.97309], [-1.30252, -6.24991, 1.12792], [3.37709, -1.99893, -3.38977], [-0.78312, 5.60679, 0.67566], [-1.93217, 1.28333, 3.68306], [-0.77494, -6.55461, -0.11865], [-0.95766, 1.99880, 4.32388], [-5.36562, -1.30720, 2.11868], [-2.69824, -0.20234, 2.05113], [-2.61891, -1.09694, 1.13073], [-1.18878, -7.36988, -0.69949], [-2.94195, 1.21200, 4.06107], [-4.50574, 6.16324, -3.17547], [2.56755, -5.60654, 2.66515], [-4.56510, 4.61294, -5.51949], [1.62419, -4.17059, -0.27889], [-0.67979, 5.02873, -1.31771], [-3.40697, 4.92997, -3.73993], [-4.34298, -3.51249, -0.94678], [-0.25719, 5.86332, -0.24929], [0.28714, -4.43644, 1.37998], [-2.38905, 6.17870, -1.54903], [-2.12939, -6.82813, 1.52239], [-1.75565, 2.92059, -4.65998], [-1.18024, -4.98901, 2.85171], [-1.43349, 2.30978, -0.45723], [-1.64556, 0.55514, 2.51317], [1.88039, 1.36999, -0.18329], [-2.03188, -2.32788, -0.62067], [2.17071, 6.02911, -0.92444], [6.28852, -4.55262, 4.49509], [-1.72346, -1.80603, 6.03082], [1.53888, 1.18875, 2.22968], [-0.48879, -3.85477, -3.67663], [-0.59511, 2.81137, 0.00155], [-2.86749, 3.30386, -5.39024], [0.69978, -6.04320, -1.59117], [0.08325, -0.35240, 0.14054], [-0.34291, -1.80746, 6.18430], [-1.56874, -1.47960, 0.34550], [1.20738, 5.67703, -0.03094], [1.90114, 1.97892, -2.82508], [-2.29554, 4.58132, -2.98380], [0.80605, -4.76014, 0.12510], [1.48680, -3.00682, -3.75243], [-0.48344, 6.91099, -0.48704], [3.13855, 5.05790, 1.10501], [3.22864, -4.84735, 3.06978], [-2.96654, -0.09876, -1.83018], [4.52107, 2.33644, -4.91600], [6.13084, 1.46612, -2.79896], [3.75273, 5.69042, -0.36312], [3.41952, -1.51209, 3.58086], [2.58603, 2.21308, -3.92733], [1.80383, 2.63466, -5.12931]],
  "forces_ev_per_angstrom": [[0.021, 0.052, -0.011], [0.000, 0.000, -0.001], [0.118, -0.067, 0.093], [-0.020, 0.005, -0.007], [-0.005, -0.017, 0.010], [0.000, 0.005, 0.003], [-0.012, 0.001, 0.007], [-0.008, 0.000, -0.004], [0.012, -0.008, -0.003], [0.038, -0.012, -0.060], [-0.030, -0.230, 0.209], [-0.004, -0.002, -0.008], [-0.185, -0.039, -0.066], [-0.124, -0.080, 0.129], [-0.187, 0.120, -0.418], [-0.005, -0.005, -0.018], [0.022, -0.014, -0.002], [-0.071, -0.126, -0.041], [0.134, 0.124, -0.242], [0.054, 0.031, 0.017], [0.056, 0.014, -0.006], [-0.024, -0.004, -0.003], [-0.011, -0.017, 0.009], [0.037, -0.062, -0.023], [-0.084, 0.008, 0.078], [-0.008, -0.011, -0.028], [0.025, 0.132, 0.002], [0.003, -0.091, -0.066], [0.001, -0.010, 0.007], [0.002, -0.005, -0.001], [-0.033, 0.123, -0.073], [0.172, 0.107, 0.003], [-0.009, -0.004, 0.003], [0.027, -0.018, 0.083], [-0.047, 0.002, 0.021], [-0.014, 0.016, 0.008], [0.008, 0.000, 0.000], [-0.003, 0.003, 0.008], [0.051, -0.070, 0.040], [0.022, -0.009, 0.001], [0.085, 0.012, 0.028], [0.143, 0.462, 0.456], [0.015, -0.190, -0.097], [-0.042, -0.026, -0.245], [0.020, -0.081, -0.029], [0.000, -0.005, 0.001], [0.000, -0.006, -0.004], [-0.004, 0.007, 0.001], [0.001, -0.033, -0.039], [-0.001, 0.030, 0.003], [0.273, 0.006, -0.130], [-0.064, 0.053, -0.033], [-0.020, 0.000, -0.016], [-0.105, -0.046, 0.034], [0.201, 0.188, 0.105], [0.016, 0.019, 0.023], [0.023, 0.008, 0.008], [0.014, -0.003, -0.001], [0.073, 0.177, -0.189], [-0.036, -0.006, -0.040], [-0.084, -0.039, -0.015], [-0.009, 0.022, 0.007], [0.022, -0.041, -0.040], [-0.011, 0.010, 0.002], [0.095, -0.062, -0.118], [-0.197, 0.147, 0.143], [0.010, 0.023, 0.011], [-0.003, -0.038, 0.021], [0.004, 0.002, 0.001], [0.071, 0.008, 0.102], [0.009, -0.011, 0.005], [0.029, 0.012, 0.014], [0.010, -0.008, 0.005], [-0.003, 0.043, 0.041], [-0.058, 0.025, 0.096], [-0.014, -0.016, 0.009], [-0.019, -0.008, 0.024], [-0.017, -0.003, -0.011], [0.043, 0.337, 0.017], [-0.140, -0.212, -0.060], [-0.005, 0.007, -0.004], [0.013, 0.011, 0.004], [0.015, -0.031, 0.003], [0.000, -0.001, 0.003], [0.001, 0.000, 0.007], [-0.002, 0.011, -0.024], [-0.038, 0.150, -0.002], [0.011, 0.042, 0.017], [-0.078, -0.084, -0.016], [-0.050, -0.010, -0.034], [-0.035, -0.118, -0.002], [0.063, 0.015, -0.017], [-0.001, 0.004, 0.005], [0.001, 0.027, 0.020], [0.004, -0.031, 0.002], [0.132, 0.139, 0.040], [-0.071, -0.194, -0.029], [0.253, 0.061, 0.141], [-0.174, -0.103, 0.221], [0.008, 0.035, -0.065], [0.007, 0.002, -0.010], [0.007, -0.003, -0.015], [0.025, -0.015, -0.048], [0.015, 0.008, -0.016], [-0.055, -0.067, 0.013], [-0.010, -0.003, -0.009], [0.011, -0.001, -0.006], [0.164, 0.050, -0.256], [0.017, -0.019, -0.018], [-0.140, -0.137, 0.047], [0.020, -0.057, 0.046], [-0.072, -0.149, 0.258], [-0.065, -0.133, 0.022], [-0.067, -0.002, -0.004], [-0.026, 0.004, 0.019], [-0.009, -0.022, -0.033], [-0.030, -0.010, 0.007], [-0.024, 0.021, 0.007], [0.002, -0.023, 0.033], [0.001, 0.003, 0.008], [-0.043, -0.004, 0.067], [0.045, -0.037, -0.032], [0.004, 0.008, 0.006], [-0.100, 0.039, -0.074], [0.025, 0.019, -0.026]],
  "mulliken_spin": [0.024, 0.000, 0.001, -0.004, 0.000, 0.000, 0.000, 0.000, 0.000, 0.010, -0.012, 0.000, 0.000, -0.027, 0.005, 0.015, 0.001, 0.006, 0.003, 0.000, 0.001, -0.012, 0.000, 0.047, 0.039, -0.001, 0.022, 0.002, 0.000, 0.000, -0.061, -0.001, 0.000, -0.009, 0.000, 0.001, -0.001, 0.001, -0.037, 0.002, 0.001, -0.001, 0.000, 0.000, -0.268, 0.000, -0.001, 0.000, 0.000, 0.000, -0.006, -0.019, 0.000, 0.001, -0.003, 0.000, 0.000, 0.001, -0.014, 0.000, 0.000, 0.001, -0.007, 0.000, -0.005, 1.037, 0.000, 0.000, 0.000, 0.025, 0.000, 0.002, 0.001, 0.000, 0.000, 0.000, 0.000, 0.000, 0.008, 0.022, 0.000, 0.000, 0.000, 0.000, 0.000, 0.003, 0.000, 0.000, -0.002, 0.000, -0.031, 0.000, 0.000, 0.000, 0.001, -0.003, -0.008, 0.000, 0.027, 0.000, 0.000, 0.002, -0.015, 0.000, 0.005, 0.000, 0.001, 0.168, 0.000, -0.037, 0.000, 0.000, 0.000, 0.088, -0.003, 0.000, 0.000, -0.011, 0.002, 0.000, 0.000, 0.000, 0.017, -0.001, 0.000]
}